1.
64
Properties=species:S:1:pos:R:3:forces:R:3 method="wB97M-V/def2-TZVPD" smiles=CC[C@](F)(C#N)[C@@H](C#N)CCN.CCCCCC.CCCCCC total_charge=0 lumo_ha=0.025 e_tot_ha=-1050.1552
C -2.50511 -0.20486 4.91824 0.4 0.4 -0.3
C -1.58438 -0.90007 3.91659 -0.5 0.3 0.6
C -1.28184 -2.36343 4.20586 0.3 0.1 -0.4
F -1.49884 -3.07088 3.03901 -0.1 -0.4 -0.6
C -2.19437 -2.94350 5.18226 -1.5 -0.5 1.2
N -2.98654 -3.34674 5.92195 1.0 0.3 -0.7
C 0.15813 -2.67687 4.60823 -0.3 0.0 0.3
C 1.06682 -2.22470 3.57286 2.8 1.1 -2.0
N 1.90953 -1.88897 2.83013 -2.2 -0.8 1.7
C 0.55096 -2.21757 6.01581 0.0 0.3 -0.3
C 0.74772 -0.73015 6.25945 0.8 0.1 0.1
N 1.94709 -0.14016 5.64636 -0.6 0.0 0.2
H -3.54388 -0.32361 4.67188 -0.5 -0.3 0.1
H -2.31591 -0.50515 5.93381 -0.1 -0.2 0.4
H -2.30244 0.85549 4.87610 0.0 0.4 0.0
H -0.67018 -0.33739 3.85222 0.6 0.0 -0.1
H -2.03592 -0.86274 2.94078 -0.2 -0.1 -0.4
H 0.22367 -3.75515 4.60194 0.0 -0.5 0.0
H -0.19437 -2.59201 6.70125 -0.3 -0.2 0.3
H 1.47364 -2.72167 6.26012 0.4 -0.2 0.2
H 0.83565 -0.61069 7.33112 0.0 0.0 0.4
H -0.10545 -0.13841 5.97071 -0.3 0.1 -0.1
H 2.61989 -0.85697 5.42483 0.2 0.0 -0.1
H 1.68702 0.30089 4.78160 0.2 0.1 -0.3
C -2.58096 1.87204 -2.86590 0.1 -0.1 0.0
C -2.37905 0.39223 -2.55176 -0.1 0.1 0.0
C -2.94588 -0.02725 -1.19521 0.0 0.0 0.0
C -2.30931 0.67135 0.00701 0.0 0.1 0.0
C -0.79393 0.50434 0.10730 0.0 -0.1 0.1
C -0.34645 -0.94546 0.27310 0.1 0.2 -0.2
H -2.07674 2.51185 -2.14011 0.0 0.0 0.0
H -2.17896 2.11565 -3.85045 0.0 0.0 0.0
H -3.64231 2.12813 -2.86390 0.0 0.0 0.0
H -1.31398 0.14955 -2.60715 0.0 0.0 0.0
H -2.86579 -0.20308 -3.32821 0.0 0.0 0.0
H -2.84008 -1.11019 -1.08871 0.0 0.0 0.0
H -4.02243 0.16985 -1.18269 0.0 0.0 0.0
H -2.77580 0.28662 0.92066 0.0 0.0 0.0
H -2.54698 1.73843 -0.02135 0.0 0.0 0.0
H -0.43545 1.08418 0.96321 0.0 0.0 0.0
H -0.31234 0.93627 -0.77448 0.0 0.0 0.0
H -0.76646 -1.38682 1.17666 0.0 -0.1 0.0
H 0.73891 -1.00092 0.35267 0.0 -0.1 0.0
H -0.64665 -1.55982 -0.57724 0.0 0.0 0.0
C 3.42466 2.70236 -6.55292 0.0 -0.1 0.0
C 2.39386 1.58113 -6.45414 0.0 0.1 0.0
C 1.37491 1.78976 -5.33466 0.0 0.0 0.0
C 1.96743 1.83602 -3.92546 0.1 0.0 0.0
C 2.76663 0.59708 -3.52166 -0.1 0.0 0.0
C 1.92871 -0.67769 -3.50593 0.1 0.0 0.0
H 4.01875 2.78645 -5.64204 0.0 0.0 0.0
H 4.11513 2.52069 -7.37756 0.0 0.0 0.0
H 2.93697 3.66310 -6.72926 0.0 0.0 0.0
H 2.90547 0.62369 -6.32549 0.0 0.0 0.0
H 1.85589 1.51239 -7.40302 0.0 0.0 0.0
H 0.62176 0.99857 -5.38968 0.0 0.0 0.0
H 0.83711 2.72575 -5.51584 0.0 0.0 0.0
H 1.14950 1.97817 -3.21095 0.0 0.0 0.0
H 2.60637 2.71773 -3.82577 0.0 0.0 0.0
H 3.17662 0.76245 -2.52215 0.0 0.0 0.0
H 3.62523 0.46476 -4.18523 0.0 0.0 0.0
H 1.09120 -0.57563 -2.81136 0.0 0.0 0.0
H 2.52908 -1.52965 -3.18473 0.0 0.0 0.0
H 1.52755 -0.91117 -4.49309 0.0 0.0 0.0

=====

2.
76
Properties=species:S:1:pos:R:3:forces:R:3 method="wB97M-V/def2-TZVPD" smiles="CC(=O)OCC[C@H]1OC(=O)O[C@@H]1CCCI.CC(N)=O.CC(N)=O.CC(N)=O.CC(N)=O.CC(N)=O" total_charge=0 lumo_ha=0.009 e_tot_ha=-2110.1176
C -2.84435 -0.96476 -7.84931 0.0 0.2 0.0
C -2.44283 -1.48240 -6.50084 -0.2 0.2 0.2
O -1.31308 -1.66875 -6.15056 0.4 -0.2 0.0
O -3.51011 -1.68428 -5.69489 -0.3 -0.3 -0.3
C -3.32539 -2.54552 -4.56008 0.2 0.1 0.2
C -4.19382 -2.09491 -3.38531 0.2 0.1 0.3
C -4.53146 -0.62608 -3.36588 -0.3 0.3 0.1
O -5.70712 -0.37710 -2.53667 0.0 0.0 -0.3
C -5.65996 0.94353 -2.23016 0.4 -0.1 0.2
O -6.57968 1.60018 -1.87480 -0.3 0.1 0.1
O -4.39032 1.40504 -2.35847 -0.1 -0.1 -0.1
C -3.54846 0.25734 -2.64059 0.0 0.1 0.1
C -2.28441 0.65867 -3.34922 -0.1 0.0 0.0
C -1.44414 1.58944 -2.47055 0.1 -0.2 0.0
C -0.74086 0.78175 -1.36857 -0.2 0.1 0.0
I 1.38517 0.89767 -1.42773 0.2 0.0 0.0
H -2.30862 -1.54200 -8.60229 -0.1 0.0 0.0
H -2.51031 0.07072 -7.93483 0.0 0.0 0.0
H -3.91838 -1.01365 -8.00622 0.0 0.0 0.0
H -3.60549 -3.55573 -4.86426 0.0 0.1 0.0
H -2.27278 -2.56542 -4.28296 0.0 0.1 -0.1
H -3.61764 -2.24849 -2.46919 -0.2 -0.5 0.1
H -5.11055 -2.68098 -3.32010 0.0 0.1 -0.1
H -4.76969 -0.18304 -4.33779 0.2 -0.3 -0.1
H -3.32041 -0.21111 -1.67143 0.1 0.0 -0.1
H -1.71551 -0.26008 -3.53507 0.0 0.1 -0.2
H -2.51927 1.11053 -4.31760 0.0 0.0 0.1
H -0.72888 2.12185 -3.09552 0.0 0.0 0.1
H -2.09044 2.33384 -2.00105 0.1 0.0 -0.1
H -0.96034 -0.28188 -1.44935 0.0 0.0 0.1
H -0.97044 1.11662 -0.36261 0.0 -0.1 0.0
C 4.81127 -1.08199 -3.85118 0.0 0.0 0.0
C 5.71648 0.05577 -3.43666 0.0 0.0 0.0
N 5.12713 1.03745 -2.70211 0.0 0.0 0.0
O 6.89354 0.09461 -3.73717 0.0 0.0 0.0
H 5.21987 -2.01122 -3.45721 0.0 0.0 0.0
H 4.81242 -1.14650 -4.93802 0.0 0.0 0.0
H 3.78625 -0.96287 -3.50189 0.0 0.0 0.0
H 4.15750 1.00280 -2.44785 0.0 0.0 -0.1
H 5.68953 1.81780 -2.40989 0.0 0.0 0.0
C 0.22215 1.96509 3.76283 0.1 -0.1 0.1
C 0.52008 0.96215 2.67500 0.3 0.1 0.1
N 1.65921 0.25869 2.82777 -0.2 -0.2 0.0
O -0.21792 0.80269 1.71251 0.0 0.3 0.0
H -0.73796 1.71598 4.21314 0.0 0.0 0.0
H 0.14673 2.95687 3.31978 0.0 0.0 0.0
H 0.99328 1.97027 4.53190 0.0 0.0 0.0
H 2.29002 0.39683 3.60401 0.0 0.2 -0.1
H 1.88887 -0.41108 2.11239 0.0 0.0 0.0
C 6.38237 1.65552 3.57753 0.0 -0.1 0.0
C 5.14810 0.83660 3.86305 0.0 0.0 0.0
N 5.29079 -0.50905 3.79877 0.0 0.0 0.0
O 4.07904 1.35823 4.13711 0.0 0.0 0.2
H 6.59626 2.27635 4.44593 0.0 0.0 0.0
H 6.17415 2.31320 2.73526 0.0 0.0 0.0
H 7.25561 1.04703 3.34895 0.0 0.0 0.0
H 6.16490 -0.94513 3.57192 0.0 0.0 0.0
H 4.50014 -1.08982 4.02486 0.0 0.0 0.0
C -1.99480 -1.49359 2.08046 -0.1 -0.2 -0.1
C -2.99071 -1.66365 0.96018 0.1 0.1 0.2
N -4.15739 -0.97873 1.08416 -0.1 0.0 -0.1
O -2.76443 -2.36340 -0.01303 0.0 0.0 -0.2
H -1.07506 -1.08106 1.66628 -0.2 -0.1 0.0
H -1.77474 -2.47386 2.50104 0.0 -0.1 0.0
H -2.35069 -0.83473 2.87063 0.0 0.0 0.0
H -4.35354 -0.38853 1.87071 0.0 0.0 0.0
H -4.84863 -1.07337 0.35783 0.0 0.0 0.0
C 0.53643 0.47456 8.59160 0.0 0.1 0.0
C 1.73992 0.43181 7.67832 0.0 0.0 0.0
N 2.57608 1.50130 7.74281 0.1 -0.1 -0.1
O 1.94796 -0.50085 6.92538 0.0 0.0 0.0
H 0.56504 -0.39562 9.24517 0.0 0.0 0.0
H -0.36380 0.41255 7.98238 0.0 0.0 0.0
H 0.49335 1.37660 9.20041 0.0 0.0 0.0
H 2.41460 2.28017 8.35252 0.0 0.0 0.0
H 3.38023 1.50313 7.13632 0.0 0.1 0.0

=====

3.
68
Properties=species:S:1:pos:R:3:forces:R:3 method="wB97M-V/def2-TZVPD" multiplicity=5 s2=6.04 total_charge=+4 lumo_ha="-0.470 / -0.603" e_tot_ha=-2179.5414
P 2.57197 -0.27392 -0.10375 3.9 -1.2 1.5
C 3.32344 -0.56222 1.55433 -0.2 0.0 1.2
H 4.43695 -0.59613 1.45009 -0.8 0.1 -0.2
H 3.03225 -1.52670 2.00963 0.0 0.5 -0.4
H 3.10945 0.23651 2.28745 0.1 -0.3 -0.3
C 3.26856 -1.80754 -0.82628 -0.2 -1.3 -1.1
H 3.29478 -1.81126 -1.93202 -0.1 0.1 0.5
H 2.72764 -2.72623 -0.50362 0.2 0.7 -0.1
H 4.32995 -1.93821 -0.48963 -0.8 0.5 0.0
C 3.72663 1.02679 -0.60125 0.2 1.4 -0.8
H 4.76926 0.62931 -0.58914 -0.8 -0.1 0.0
H 3.70885 1.88561 0.10357 -0.1 -0.6 -0.3
H 3.54695 1.43755 -1.61234 0.1 -0.2 0.4
P -0.84859 3.02224 -0.56812 -0.8 2.1 0.3
C -0.91021 4.12995 0.89411 0.2 0.1 1.2
H -1.43592 5.07877 0.62694 0.3 -0.9 -0.1
H 0.09252 4.42408 1.25200 -0.4 -0.2 -0.2
H -1.45938 3.70325 1.75314 0.2 0.1 -0.4
C 0.07691 4.22067 -1.60203 1.0 0.2 -1.0
H 0.01062 4.03282 -2.68948 0.0 -0.1 0.5
H 1.15565 4.26492 -1.33690 -0.6 -0.2 0.0
H -0.32355 5.25507 -1.44162 0.0 -1.0 0.1
C -2.58938 3.28551 -1.05241 -1.1 -0.5 -0.6
H -2.77417 4.37274 -1.23576 0.4 -0.7 0.2
H -3.29312 2.98341 -0.24652 0.6 0.1 -0.4
H -2.90545 2.74892 -1.96811 0.3 0.2 0.4
P -2.05804 -1.56270 -0.10035 -1.3 -0.9 0.4
C -2.89511 -1.87121 1.50866 -0.1 0.4 1.1
H -3.47559 -2.82420 1.45114 0.6 0.7 -0.3
H -3.62385 -1.08185 1.76482 0.3 -0.3 -0.2
H -2.20677 -1.97972 2.36757 -0.2 0.1 -0.5
C -3.59865 -1.54242 -1.06972 -0.7 0.2 -0.9
H -4.29133 -2.34024 -0.70321 0.7 0.5 -0.2
H -3.45166 -1.72783 -2.14817 0.0 0.1 0.4
H -4.14458 -0.58096 -0.96481 0.4 -0.5 0.0
C -1.43700 -3.27759 -0.27571 0.9 -0.9 -0.6
H -2.30032 -3.98983 -0.28565 0.4 0.8 0.0
H -0.79221 -3.58493 0.57522 -0.4 0.5 -0.5
H -0.85579 -3.46981 -1.19888 -0.3 0.2 0.4
Os -0.15999 0.57422 0.07407 -0.8 0.2 -2.6
C 0.97594 1.67531 1.14544 1.9 2.6 1.6
O 1.55875 2.34862 1.89337 -1.5 -2.1 -2.1
C -1.68886 0.96110 1.15091 -4.0 1.1 4.7
O -2.51893 1.28562 1.89537 2.2 -0.8 -2.5
C -1.40874 0.07372 -3.48160 -0.1 2.8 -1.1
C -0.76568 -1.15614 -3.39813 2.5 -0.7 0.6
C 0.65140 -1.19712 -3.26909 -0.3 -0.2 -0.3
C 1.39901 -0.03999 -3.45690 -1.0 -1.1 0.5
C 0.73509 1.21665 -3.54020 -0.7 0.4 -1.0
C -0.64875 1.26268 -3.66924 -0.4 -1.3 0.3
H -2.48637 0.13202 -3.58355 0.0 0.0 0.1
H -1.29376 -2.07522 -3.54488 -0.4 -0.4 0.1
H 1.13213 -2.16693 -3.20513 0.0 0.1 -0.2
H 2.44971 -0.07735 -3.65467 0.6 -0.1 0.1
H 1.33777 2.10670 -3.68090 -0.1 0.1 0.1
H -1.14982 2.14108 -4.01898 -0.2 0.6 0.3
C 0.76885 -3.20307 3.00610 -0.3 0.8 -0.1
N 0.51075 -1.77603 3.40034 0.1 -0.8 0.9
C 0.51363 -1.41718 4.83666 -0.1 0.5 0.1
C 0.25787 -0.84295 2.56822 0.3 -0.5 -2.0
O 0.27567 -1.10724 1.25812 0.1 0.3 2.3
H 1.00705 -3.77723 3.89171 0.1 0.1 0.1
H 1.60294 -3.23649 2.30969 -0.1 -0.1 -0.1
H -0.14389 -3.60748 2.56517 0.2 0.0 0.0
H 1.27863 -0.66004 4.99748 0.0 -0.1 0.2
H -0.46305 -1.01700 5.09475 0.0 0.0 0.2
H 0.72364 -2.27958 5.44809 0.0 -0.2 0.0
H 0.03733 0.19672 2.91456 0.2 -1.1 0.1